Computed, not measured: one molecule with the formula C14H18N2OS in a non-equilibrium geometry, with wB97M-V/def2-TZVPD.

Geometry (Å):
S1 1.1161 -1.1477 -0.4138
O1 -5.0309 1.4285 -0.0870
N1 -0.9366 0.4997 -0.2989
N2 -0.8186 -4.2697 -0.1351
C1 3.2460 0.4965 -1.1153
C2 4.3453 0.2268 -0.0766
C3 4.1526 -1.1065 0.6399
C4 -1.1239 -3.1644 -0.1433
C5 -1.5192 -1.8114 -0.1526
C6 -2.2105 0.8479 -0.2000
C7 -2.8546 -1.4561 -0.0383
C8 -4.6585 0.2855 0.0674
C9 1.8215 0.5343 -0.5815
C10 -0.5734 -0.7696 -0.2806
C11 -2.4580 2.3136 -0.2448
C12 4.4626 1.3662 0.9343
C13 -3.2374 -0.1128 -0.0566
C14 -5.6445 -0.8093 0.4056
H1 3.3058 -0.2617 -1.8999
H2 1.1605 1.0541 -1.2731
H3 1.7566 1.0134 0.3930
H4 3.5808 1.4234 1.5679
H5 3.2866 -1.0758 1.2960
H6 -3.5857 -2.2442 0.0553
H7 -5.3439 -1.3371 1.3077
H8 -3.0171 2.6342 0.6319
H9 -5.7123 -1.5214 -0.4145
H10 -3.0660 2.5638 -1.1123
H11 4.0114 -1.9133 -0.0754
H12 5.3243 1.2055 1.5776
H13 4.5871 2.3211 0.4282
H14 -6.6223 -0.3595 0.5593
H15 5.2875 0.1785 -0.6355
H16 -1.5068 2.8367 -0.2954
H17 3.4495 1.4651 -1.5800
H18 5.0262 -1.3344 1.2464

Calculated values
**SMILES**: CC(=O)c1cc(C#N)c(SCCC(C)C)nc1C
**HOMO-LUMO gap**: 8.581 eV